Entry 1:
{
  "formula": "C6H13O4Pb",
  "method": "ωB97M-V/def2-TZVPD",
  "homo_energy_ev": [-4.1, -8.6],
  "spin_multiplicity": 2,
  "orbital_gap_ev": [4.46, 8.92],
  "relative_energy_ev": 0.040,
  "lumo_energy_ev": [0.34, 0.33],
  "elements": ["C", "O", "H", "H", "H", "O", "C", "C", "O", "C", "C", "O", "C", "Pb", "H", "H", "H", "H", "H", "H", "H", "H", "H", "H"],
  "xyz": [[-3.150, -1.552, -1.303], [-3.815, -1.316, -0.084], [-2.705, -2.555, -1.251], [-3.841, -1.513, -2.161], [-2.357, -0.803, -1.468], [-0.896, 2.835, 1.542], [-0.780, 2.034, 2.461], [-1.956, 1.646, 3.299], [-3.106, 2.279, 2.936], [-3.616, -0.020, 0.518], [-4.260, 1.120, -0.246], [-3.371, 2.231, -0.370], [-3.389, 2.803, -1.672], [-2.986, 3.618, 1.400], [0.190, 1.532, 2.641], [-1.636, 1.808, 4.355], [-2.009, 0.533, 3.208], [-4.123, -0.094, 1.491], [-2.528, 0.154, 0.619], [-5.173, 1.451, 0.275], [-4.540, 0.775, -1.253], [-2.731, 3.678, -1.661], [-3.015, 2.069, -2.401], [-4.410, 3.111, -1.942]],
  "atomic_forces_ev_per_a": [[0.266, 0.212, -0.150], [-0.358, 0.699, 0.436], [-0.073, 0.297, -0.108], [0.117, -0.006, 0.222], [-0.062, -0.288, -0.008], [-1.346, 4.670, -5.174], [1.466, -4.143, 4.190], [1.989, -1.643, 0.786], [-1.417, -0.118, 0.355], [0.161, -1.133, 0.133], [-0.693, -0.374, -0.332], [-0.068, -0.901, -1.079], [-0.001, 0.173, -0.387], [1.170, 1.681, 0.671], [-0.418, 0.286, 0.001], [-0.688, 0.120, -0.032], [-0.581, 0.223, 0.194], [0.626, -0.061, -0.152], [-0.416, 0.130, 0.208], [0.201, 0.012, -0.268], [0.050, 0.120, 0.293], [-0.106, -0.165, -0.028], [-0.086, 0.245, 0.195], [0.269, -0.035, 0.033]]
}

---

Entry 2:
{
  "formula": "C6H13P",
  "method": "ωB97M-V/def2-TZVPD",
  "homo_energy_ev": -8.8,
  "spin_multiplicity": 1,
  "orbital_gap_ev": 9.25,
  "smiles": "CC(C)=P.C=CC",
  "relative_energy_ev": 2.497,
  "lumo_energy_ev": 0.43,
  "elements": ["C", "C", "C", "P", "H", "H", "H", "H", "H", "H", "H", "C", "C", "C", "H", "H", "H", "H", "H", "H"],
  "xyz": [[-2.922, 1.447, 2.118], [-2.334, 1.392, 0.689], [-3.130, 0.610, -0.334], [-0.947, 2.306, 0.233], [-3.939, 1.748, 2.206], [-2.193, 1.827, 2.835], [-3.152, 0.323, 2.382], [-2.578, 0.502, -1.235], [-4.125, 0.992, -0.596], [-3.374, -0.333, 0.221], [-0.850, 2.831, 1.520], [4.008, -1.295, -1.406], [2.665, -1.212, -1.397], [1.709, -2.317, -1.765], [4.568, -0.435, -1.037], [4.634, -2.183, -1.485], [2.312, -0.213, -1.541], [0.962, -2.648, -1.016], [1.411, -1.959, -2.679], [2.194, -3.280, -1.858]],
  "atomic_forces_ev_per_a": [[0.875, -3.731, -0.818], [-0.193, 1.931, 0.024], [-0.501, -0.598, 2.045], [-1.469, -1.231, 0.213], [-0.628, 1.337, -0.157], [-0.564, 0.196, -0.014], [0.953, 1.606, -0.178], [0.433, -0.550, -0.732], [0.265, 0.498, 0.287], [0.367, 0.164, -1.078], [0.472, 0.369, 0.401], [-0.358, 0.170, 1.378], [1.635, -0.994, -0.782], [1.354, -0.992, 2.589], [-0.058, 0.147, -0.736], [-0.557, -0.213, 0.019], [-0.640, 0.598, 0.828], [-0.239, 1.293, -0.491], [-1.908, 0.060, -2.236], [0.762, -0.059, -0.562]]
}

---

Entry 3:
{
  "formula": "C6H14",
  "method": "ωB97M-V/def2-TZVPD",
  "homo_energy_ev": -10.3,
  "spin_multiplicity": 1,
  "orbital_gap_ev": 11.50,
  "smiles": "CCCCCC",
  "relative_energy_ev": 2.404,
  "lumo_energy_ev": 1.16,
  "elements": ["C", "C", "C", "C", "C", "C", "H", "H", "H", "H", "H", "H", "H", "H", "H", "H", "H", "H", "H", "H"],
  "xyz": [[1.450, -1.036, 1.881], [2.043, -0.839, 0.452], [0.901, -0.730, -0.760], [-0.476, -0.154, -0.280], [-0.981, 1.362, -0.528], [-2.465, 1.408, -0.931], [2.150, -1.539, 2.520], [1.104, -0.062, 2.418], [0.496, -1.524, 1.715], [2.765, -0.045, 0.438], [2.721, -1.780, 0.247], [1.273, -0.213, -1.673], [0.556, -1.705, -1.198], [-0.523, -0.217, 0.827], [-1.211, -0.866, -0.589], [-0.663, 1.821, 0.405], [-0.498, 2.029, -1.302], [-3.119, 0.698, -0.489], [-2.622, 0.977, -1.855], [-2.903, 2.415, -1.297]],
  "atomic_forces_ev_per_a": [[-1.024, 2.321, -0.725], [-0.312, -2.277, -1.228], [0.093, 0.010, 0.587], [0.393, 1.519, 0.582], [0.697, -0.394, -0.844], [0.070, 1.979, -0.252], [0.032, -0.437, 0.318], [0.946, -1.334, -1.039], [0.149, -0.874, 0.604], [-0.005, 0.731, -0.245], [-1.458, 1.595, 0.165], [0.037, 0.051, 0.889], [1.130, 0.315, 0.863], [0.058, -0.088, -0.711], [-0.780, -0.126, -0.548], [-0.835, 0.558, 0.126], [0.210, -1.336, 0.479], [-0.890, 0.235, 1.890], [0.945, -1.316, -2.809], [0.544, -1.131, 1.897]]
}

---

Entry 4:
{
  "formula": "C6H14",
  "method": "ωB97M-V/def2-TZVPD",
  "homo_energy_ev": -8.8,
  "spin_multiplicity": 1,
  "orbital_gap_ev": 9.95,
  "smiles": "C/C=C(\\C)CC.[H][H]",
  "relative_energy_ev": 1.681,
  "lumo_energy_ev": 1.16,
  "elements": ["C", "C", "C", "C", "C", "C", "H", "H", "H", "H", "H", "H", "H", "H", "H", "H", "H", "H", "H", "H"],
  "xyz": [[2.515, -0.056, -0.561], [1.087, -0.466, -0.710], [-0.016, 0.192, -0.379], [0.006, 1.549, 0.218], [-1.377, -0.342, -0.726], [-2.373, -0.565, 0.393], [2.730, 0.766, 0.128], [3.089, -0.923, -0.228], [2.918, 0.232, -1.537], [0.944, -1.430, -1.185], [-0.559, 1.523, 1.150], [0.998, 1.971, 0.387], [-0.526, 2.216, -0.463], [-1.263, -1.292, -1.241], [-1.838, 0.357, -1.430], [-2.576, 0.377, 0.901], [-3.319, -0.984, 0.026], [-1.952, -1.264, 1.114], [1.013, -1.087, 2.301], [0.499, -0.775, 1.840]],
  "atomic_forces_ev_per_a": [[0.303, -0.048, -0.014], [-0.216, -0.131, -0.170], [0.271, -0.045, -0.312], [-0.248, 0.366, 0.156], [-0.192, -0.215, -0.563], [0.085, 0.073, 0.459], [-0.302, -0.136, -0.047], [0.124, 0.064, 0.026], [0.044, -0.037, 0.036], [0.056, -0.143, -0.066], [0.074, 0.289, 0.177], [-0.155, -0.211, 0.059], [-0.075, 0.214, 0.072], [0.141, -0.079, -0.266], [0.039, 0.017, -0.198], [-0.200, -0.045, 0.160], [0.277, 0.190, 0.023], [-0.102, -0.042, 0.186], [-0.374, 0.209, -0.144], [0.451, -0.291, 0.427]]
}

---

Entry 5:
{
  "formula": "C6H14AlO3",
  "method": "ωB97M-V/def2-TZVPD",
  "homo_energy_ev": -12.7,
  "total_charge": 1,
  "spin_multiplicity": 1,
  "orbital_gap_ev": 8.63,
  "relative_energy_ev": 1.522,
  "lumo_energy_ev": -4.05,
  "elements": ["C", "O", "C", "C", "O", "C", "C", "O", "C", "Al", "H", "H", "H", "H", "H", "H", "H", "H", "H", "H", "H", "H", "H", "H"],
  "xyz": [[3.617, 0.546, 1.525], [2.217, 0.659, 1.473], [1.774, 1.772, 0.740], [0.268, 1.773, 0.694], [-0.161, 0.768, -0.197], [-1.435, 0.243, 0.071], [-1.850, -0.523, -1.162], [-1.906, -1.902, -0.854], [-2.464, -2.695, -1.888], [-0.576, -2.553, 0.502], [3.861, -0.334, 2.131], [4.035, 0.406, 0.513], [4.072, 1.439, 1.987], [2.182, 1.734, -0.287], [2.112, 2.710, 1.218], [-0.109, 2.742, 0.326], [-0.130, 1.653, 1.716], [-2.280, 0.895, 0.344], [-1.335, -0.080, 1.123], [-1.223, -0.369, -2.055], [-2.843, -0.169, -1.479], [-3.517, -2.415, -2.041], [-1.915, -2.557, -2.833], [-2.394, -3.743, -1.569]],
  "atomic_forces_ev_per_a": [[0.491, -0.018, -0.063], [-0.532, -0.238, 0.133], [0.281, 0.300, -0.107], [0.095, 0.871, 0.211], [-0.355, 0.117, -0.448], [0.415, 1.372, 0.835], [-0.941, 0.505, -0.297], [0.270, -0.595, 0.377], [-0.511, -0.819, -0.831], [0.130, -0.049, 0.117], [-0.102, 0.264, -0.140], [-0.034, 0.088, 0.255], [-0.090, -0.242, -0.140], [-0.134, 0.114, 0.214], [-0.038, -0.194, -0.152], [0.205, -0.159, 0.121], [0.051, -0.315, -0.222], [0.475, 1.139, -0.849], [-0.257, -1.961, -0.271], [0.342, 0.138, 0.693], [0.073, -0.456, 0.231], [0.340, -0.131, 0.142], [-0.075, -0.008, 0.355], [-0.098, 0.277, -0.162]]
}

---

Entry 6:
{
  "formula": "C6H14BNS2",
  "method": "ωB97M-V/def2-TZVPD",
  "homo_energy_ev": -8.8,
  "spin_multiplicity": 1,
  "orbital_gap_ev": 9.33,
  "smiles": "CC(C)/N=B/SCCCS",
  "relative_energy_ev": 0.592,
  "lumo_energy_ev": 0.54,
  "elements": ["C", "C", "C", "N", "B", "S", "C", "C", "C", "S", "H", "H", "H", "H", "H", "H", "H", "H", "H", "H", "H", "H", "H", "H"],
  "xyz": [[-2.481, 0.937, 0.948], [-2.198, 0.232, -0.358], [-3.513, -0.467, -0.631], [-1.160, -0.699, -0.297], [-0.353, -1.650, -0.318], [1.120, -2.717, -0.498], [2.485, -1.464, -0.229], [2.348, -0.572, 0.967], [3.146, 0.658, 0.608], [2.596, 1.563, -0.891], [-2.415, 0.163, 1.690], [-1.798, 1.724, 1.178], [-3.495, 1.329, 1.028], [-2.006, 0.839, -1.193], [-3.496, -1.015, -1.475], [-4.286, 0.259, -1.056], [-3.988, -0.996, 0.141], [2.574, -1.078, -1.162], [3.409, -2.099, 0.061], [1.319, -0.398, 1.368], [2.935, -1.059, 1.800], [3.191, 1.374, 1.405], [4.081, 0.182, 0.495], [3.708, 1.538, -1.543]],
  "atomic_forces_ev_per_a": [[0.201, 0.259, 0.290], [-1.803, -0.939, 0.847], [-1.701, 3.030, -0.989], [0.896, -1.273, 0.456], [1.084, 0.454, -0.362], [-0.605, 0.297, 0.582], [0.157, -4.166, 3.030], [-0.610, 0.133, 1.223], [-0.799, 0.533, 0.165], [-1.261, -0.074, 0.954], [0.164, -0.244, 0.638], [0.650, 0.541, 0.280], [0.032, 0.113, -0.379], [0.224, 1.393, -0.914], [0.750, -2.764, -2.667], [0.829, -0.137, 1.220], [-0.183, -0.703, 1.332], [0.560, 1.806, -2.358], [-1.446, 0.648, -1.202], [0.687, -0.022, -0.731], [-0.882, 0.507, -0.564], [0.118, 0.240, 0.457], [1.649, 0.448, -0.635], [1.291, -0.079, -0.674]]
}

---

Entry 7:
{
  "formula": "C6H14BNiO5PS",
  "method": "ωB97M-V/def2-TZVPD",
  "homo_energy_ev": [-16.6, -16.6],
  "total_charge": 2,
  "spin_multiplicity": 3,
  "orbital_gap_ev": [6.71, 4.83],
  "lumo_energy_ev": [-9.93, -11.80],
  "elements": ["C", "C", "B", "O", "C", "O", "S", "O", "O", "O", "C", "P", "C", "C", "H", "H", "H", "H", "H", "H", "H", "H", "H", "H", "H", "H", "H", "H", "Ni"],
  "xyz": [[-0.264, 3.629, 0.622], [-1.645, 2.804, 0.182], [-1.244, 1.644, -0.937], [-0.763, 2.101, -2.288], [-1.384, 0.024, -0.591], [-1.809, -0.382, 0.764], [-1.628, -2.108, 0.797], [-0.948, -2.665, 2.100], [-2.988, -2.900, 0.697], [-0.680, -2.324, -0.633], [-0.129, -0.978, -0.920], [1.614, -0.605, -0.237], [2.624, -2.227, -0.614], [1.626, -0.430, 1.681], [0.066, 4.330, -0.264], [0.617, 2.891, 0.890], [-0.488, 4.232, 1.620], [-2.440, 3.554, -0.266], [-2.012, 2.267, 1.161], [0.012, 1.494, -2.548], [-2.186, -0.305, -1.412], [0.021, -0.803, -2.087], [1.837, -3.121, -0.639], [3.010, -2.129, -1.736], [3.485, -2.417, 0.157], [0.600, -0.075, 2.134], [1.953, -1.486, 2.098], [2.458, 0.378, 1.962], [0.684, -4.397, -1.691]],
  "atomic_forces_ev_per_a": [[-0.245, 0.082, 0.060], [0.423, -0.566, 0.141], [0.434, 2.764, -0.815], [0.875, -3.184, 3.455], [0.485, -1.054, -1.681], [1.313, -2.679, -1.628], [-5.247, -5.458, 6.283], [-0.963, 3.453, -5.716], [5.754, 4.151, -1.199], [0.849, 1.915, 0.852], [-1.319, 1.582, -2.718], [-0.529, -2.699, 2.560], [0.025, 0.157, -1.622], [0.697, 0.765, 0.756], [-0.580, -1.381, 1.992], [-1.631, 1.333, -0.618], [0.484, -1.165, -2.371], [1.580, -1.527, 1.136], [0.248, 1.234, -1.940], [-1.855, 1.415, -0.039], [1.339, 0.424, 1.832], [-0.396, -1.002, 2.205], [1.361, 1.629, 0.563], [-0.440, -0.199, 2.507], [-1.732, 0.366, -1.545], [1.932, -0.741, -1.205], [-0.710, 2.040, -0.915], [-1.725, -1.785, -0.562], [-0.427, 0.133, 0.233]]
}

---

Entry 8:
{
  "formula": "C6H14CaO4",
  "method": "ωB97M-V/def2-TZVPD",
  "homo_energy_ev": -6.6,
  "spin_multiplicity": 1,
  "orbital_gap_ev": 7.14,
  "relative_energy_ev": 0.000,
  "lumo_energy_ev": 0.52,
  "elements": ["O", "Ca", "C", "O", "C", "C", "O", "C", "C", "O", "C", "H", "H", "H", "H", "H", "H", "H", "H", "H", "H", "H", "H", "H", "H"],
  "xyz": [[-1.075, 1.889, 0.562], [-0.511, -0.055, 0.525], [-2.087, 0.460, -2.536], [-1.381, 0.736, -1.349], [-1.698, 1.987, -0.666], [-0.992, -2.148, 1.027], [0.059, -3.054, 0.596], [1.388, -2.726, 0.856], [2.026, -1.791, -0.153], [1.516, -0.462, -0.044], [2.176, 0.475, -0.882], [-1.769, -0.521, -2.908], [-3.172, 0.429, -2.346], [-1.840, 1.219, -3.293], [-2.802, 2.113, -0.705], [-1.251, 2.800, -1.276], [-1.188, -2.382, 2.095], [-1.889, -2.489, 0.481], [1.972, -3.659, 0.823], [1.506, -2.319, 1.877], [3.114, -1.760, 0.021], [1.847, -2.159, -1.177], [1.927, 1.479, -0.519], [3.262, 0.316, -0.836], [1.834, 0.365, -1.922]],
  "atomic_forces_ev_per_a": [[-1.966, 2.299, -1.206], [0.214, 0.364, 0.563], [-0.052, 0.089, -0.217], [-0.310, -0.398, -0.845], [1.178, 0.905, 0.948], [-0.881, -1.629, 1.272], [0.574, -0.951, -0.668], [-0.386, 0.035, 0.310], [0.415, -0.338, -0.292], [1.344, -0.195, -0.180], [0.224, 0.171, -0.296], [-0.045, 0.207, 0.128], [0.242, 0.110, -0.139], [-0.256, -0.153, 0.073], [0.231, -0.226, 0.423], [-0.180, -0.175, 0.003], [-0.179, -0.232, -0.184], [0.171, -0.161, 0.190], [-0.144, 0.189, -0.032], [0.035, 0.069, -0.148], [-0.179, 0.023, -0.031], [0.010, 0.053, 0.233], [0.051, -0.210, -0.112], [-0.229, 0.128, 0.006], [0.116, 0.026, 0.202]]
}

---

Entry 9:
{
  "formula": "C6H14Cl2O2",
  "method": "ωB97M-V/def2-TZVPD",
  "homo_energy_ev": [-13.3, -13.3],
  "total_charge": 1,
  "spin_multiplicity": 2,
  "orbital_gap_ev": [10.23, 3.66],
  "lumo_energy_ev": [-3.12, -9.69],
  "elements": ["C", "O", "C", "C", "O", "C", "H", "H", "H", "H", "H", "H", "H", "H", "H", "H", "Cl", "C", "C", "Cl", "H", "H", "H", "H"],
  "xyz": [[-1.374, 1.886, 0.395], [-1.699, 0.508, 0.212], [-0.582, -0.339, 0.623], [-1.274, -1.651, 0.726], [-0.564, -2.475, 1.688], [-1.075, -3.761, 1.831], [-0.808, 2.278, -0.450], [-0.872, 2.094, 1.340], [-2.297, 2.455, 0.501], [-0.036, -0.050, 1.521], [0.090, -0.400, -0.233], [-1.271, -2.195, -0.219], [-2.291, -1.432, 1.051], [-1.870, -3.861, 2.570], [-0.232, -4.240, 2.329], [-1.095, -4.212, 0.839], [2.585, 2.183, 0.281], [2.204, 2.526, -1.419], [2.097, 1.288, -2.274], [1.732, 1.826, -3.983], [3.049, 3.092, -1.812], [1.244, 3.032, -1.318], [1.283, 0.672, -1.892], [3.058, 0.774, -2.309]],
  "atomic_forces_ev_per_a": [[-0.694, 0.699, 0.274], [1.483, -0.289, 1.244], [-0.835, 0.735, -1.911], [1.542, -0.235, 0.770], [-1.710, 1.585, -0.706], [2.577, -1.393, 0.355], [0.122, -0.096, 0.004], [0.449, -0.377, -0.053], [-0.172, -0.227, -0.461], [-0.330, 0.242, 0.108], [0.524, 0.303, 0.259], [-0.368, -0.268, -0.108], [-0.600, -0.550, 0.378], [-0.727, 0.353, -0.408], [-0.039, -0.422, 0.267], [-1.204, -0.057, 0.020], [0.231, -0.581, 0.420], [0.126, 0.179, -0.140], [-0.117, 0.271, -0.275], [0.035, -0.374, 0.938], [-0.526, 0.557, 0.144], [0.376, 0.378, -0.727], [0.150, -0.253, -0.424], [-0.292, -0.181, 0.034]]
}

---

Entry 10:
{
  "formula": "C6H14ClN",
  "method": "ωB97M-V/def2-TZVPD",
  "homo_energy_ev": -8.2,
  "spin_multiplicity": 1,
  "orbital_gap_ev": 8.31,
  "relative_energy_ev": 9.545,
  "lumo_energy_ev": 0.10,
  "elements": ["C", "C", "C", "C", "C", "C", "H", "H", "H", "H", "H", "H", "H", "H", "H", "H", "H", "H", "H", "H", "N", "Cl"],
  "xyz": [[-0.445, 1.959, 0.027], [0.096, 0.964, -1.024], [-0.789, -1.437, -0.729], [-2.175, -1.043, 0.091], [1.072, -0.637, 0.733], [2.418, -0.017, 0.836], [-1.634, 2.602, -0.855], [0.720, 3.157, 0.504], [-0.905, 1.255, 1.281], [1.000, 1.449, -1.493], [-0.680, 0.350, -1.878], [-1.207, -1.162, -1.644], [-0.400, -2.340, -0.589], [-2.912, -1.961, 0.411], [-1.935, -0.660, 1.211], [-2.742, -0.125, -0.656], [0.525, -0.580, 1.751], [1.212, -1.687, 0.633], [2.289, 1.099, 0.887], [2.978, -0.357, 1.648], [0.329, -0.362, -0.460], [3.187, -0.465, -0.685]],
  "atomic_forces_ev_per_a": [[-2.308, 1.662, 0.977], [-1.185, -2.527, -0.761], [-1.834, 7.247, 2.731], [-0.752, 0.278, 1.376], [-1.614, -0.828, 1.644], [-1.506, 2.206, -1.583], [3.230, -1.279, 3.125], [-3.117, -3.064, -1.297], [1.342, 2.604, -4.165], [-0.833, -0.871, 0.116], [1.831, 3.857, 1.655], [0.337, -0.707, -2.185], [1.336, -3.837, 0.457], [1.633, 2.145, -1.602], [-0.444, -0.352, -2.815], [1.487, -2.907, 2.803], [0.408, 0.573, -1.220], [0.501, -1.175, 0.318], [0.502, -0.960, -0.107], [0.846, -0.599, 1.226], [-1.128, -1.634, -0.238], [1.268, 0.169, -0.456]]
}